Entry 1:
{
  "formula": "C18H35N3OPdS2Si3",
  "method": "wB97M-V/def2-TZVPD",
  "elements": ["Pd", "C", "S", "C", "S", "N", "N", "C", "C", "C", "C", "C", "C", "N", "H", "H", "H", "H", "H", "H", "H", "H", "C", "O", "Si", "C", "C", "C", "Si", "C", "C", "C", "Si", "C", "C", "C", "H", "H", "H", "H", "H", "H", "H", "H", "H", "H", "H", "H", "H", "H", "H", "H", "H", "H", "H", "H", "H", "H", "H", "H", "H", "H", "H"],
  "coordinates": [[0.354222, -0.670644, -0.607306], [-4.396870, -4.507901, -0.451663], [-4.335955, -3.483583, 1.033237], [-2.782443, -2.653078, 0.839198], [-1.733210, -3.013406, -0.385251], [-2.594942, -1.735735, 1.792578], [-0.273929, -1.349514, 1.692291], [0.820191, -1.197168, 2.461325], [2.075763, -1.552103, 1.946476], [3.236624, -1.601239, 2.761033], [4.441332, -1.952101, 2.210314], [4.504064, -2.241744, 0.842122], [3.334098, -2.157380, 0.101077], [2.157247, -1.835578, 0.604979], [-5.398341, -4.926590, -0.491951], [-3.647824, -5.290308, -0.382797], [-4.203899, -3.876537, -1.313949], [0.709967, -0.830854, 3.471303], [3.152552, -1.367121, 3.813979], [5.336938, -1.999558, 2.814171], [5.432617, -2.528896, 0.373324], [3.361130, -2.354606, -0.967383], [3.271446, 1.367354, 0.910868], [1.990590, 1.149305, 0.381533], [0.803083, 2.288551, 0.248516], [0.419622, 2.969578, 1.991759], [1.407722, 3.806500, -0.749465], [-0.538464, 1.373538, -0.696334], [-1.943347, 0.623402, 0.274231], [-2.824239, 1.947941, 1.350243], [-3.425822, -0.039451, -0.760759], [-1.547617, -0.731719, 1.793113], [-0.093037, 0.947672, -2.509198], [-0.406245, 2.437331, -3.669372], [-1.030790, -0.593824, -3.198634], [1.773806, 0.436801, -2.679750], [3.666443, 2.332880, 0.587562], [3.930779, 0.573344, 0.557448], [3.245336, 1.347490, 2.003629], [1.283368, 3.510739, 2.368653], [0.187496, 2.188784, 2.707823], [-0.409073, 3.664517, 1.968678], [2.050340, 4.445384, -0.149237], [0.562618, 4.405935, -1.069490], [1.962239, 3.520532, -1.638057], [-2.968687, 2.843479, 0.759400], [-2.263058, 2.222078, 2.233336], [-3.804637, 1.607786, 1.668892], [-3.744178, 0.744129, -1.439070], [-4.271581, -0.283613, -0.123016], [-3.194049, -0.912182, -1.356827], [-1.618863, -0.212735, 2.751678], [-0.044931, -1.707013, 0.736441], [-3.381375, -1.565826, 2.405800], [-1.399720, 2.843744, -3.521989], [-0.316912, 2.137508, -4.708025], [0.307953, 3.231221, -3.490306], [-2.092325, -0.414637, -3.311166], [-0.891800, -1.448999, -2.520741], [-0.640612, -0.885327, -4.169708], [2.422571, 1.163845, -2.202999], [2.080770, 0.322758, -3.716696], [1.935854, -0.533154, -2.175871]],
  "forces_ev_per_a": [[0.6, -0.6, -0.6], [0.2, 0.2, 0.2], [0.0, 0.0, -0.1], [-0.2, -0.4, -0.1], [0.1, -0.1, 0.0], [-0.5, -0.4, 0.3], [3.4, 0.4, 0.7], [-2.9, -0.1, -0.3], [1.9, -0.9, -0.9], [-0.9, 0.1, -0.1], [0.3, -0.1, -0.5], [-0.2, 0.1, 0.5], [0.4, -0.3, -0.3], [-0.6, 0.7, 0.9], [-0.1, 0.0, 0.0], [0.0, -0.1, -0.1], [-0.1, -0.1, -0.1], [0.0, 0.3, 0.0], [0.0, 0.0, 0.0], [0.0, 0.0, 0.1], [0.0, 0.1, -0.1], [-0.1, 0.0, 0.1], [0.0, 0.2, 0.0], [0.8, 0.0, 0.4], [-1.5, 0.5, -0.9], [0.2, -0.4, -0.6], [0.1, -0.6, 0.5], [0.2, -0.6, 0.4], [0.0, 0.8, -0.3], [0.3, -0.6, -0.2], [0.8, -0.1, 0.4], [-1.4, 1.1, -0.2], [-0.4, 0.3, 0.1], [0.2, -0.7, 0.3], [0.4, 0.5, 0.3], [-0.6, 0.2, 0.1], [0.2, 0.1, 0.0], [0.1, 0.0, 0.0], [0.1, 0.0, 0.1], [0.2, 0.1, 0.0], [-0.1, -0.3, 0.2], [-0.3, 0.2, 0.0], [0.2, 0.1, 0.1], [-0.3, 0.1, 0.0], [0.1, -0.1, -0.2], [0.0, 0.3, -0.2], [0.2, 0.1, 0.3], [-0.3, -0.1, 0.1], [0.0, 0.3, -0.1], [-0.1, 0.0, 0.2], [0.1, -0.1, -0.1], [0.0, 0.0, -0.1], [-0.6, -0.7, 0.5], [0.1, 0.0, 0.0], [-0.3, 0.1, 0.1], [0.0, -0.1, -0.3], [0.2, 0.2, 0.1], [-0.3, 0.0, 0.0], [-0.1, 0.1, -0.2], [0.2, 0.0, -0.2], [0.2, 0.1, 0.1], [-0.1, 0.0, -0.2], [0.2, 0.2, -0.2]],
  "lumo_ev": [-1.46, -1.46],
  "orbital_gap_ev": [4.3, 4.3]
}



Entry 2:
{
  "formula": "C24H23F9O10",
  "method": "wB97M-V/def2-TZVPD",
  "elements": ["O", "C", "C", "C", "C", "C", "O", "C", "C", "C", "C", "C", "C", "C", "O", "O", "H", "H", "H", "H", "H", "H", "H", "H", "C", "C", "O", "C", "O", "C", "F", "F", "F", "H", "H", "H", "H", "H", "C", "C", "O", "C", "O", "C", "F", "F", "F", "H", "H", "H", "H", "H", "C", "C", "O", "C", "O", "C", "F", "F", "F", "H", "H", "H", "H", "H"],
  "coordinates": [[2.613143, -3.085872, 1.959183], [2.445468, -4.414726, 1.903611], [3.372518, -5.613259, 2.534270], [2.865591, -7.002683, 2.369837], [3.471691, -8.465765, 2.793761], [4.843310, -8.800672, 1.897235], [5.764020, -9.711566, 2.263546], [5.192956, -7.976969, 0.484660], [4.738057, -8.510882, -1.016171], [5.132425, -7.542551, -2.297219], [5.962220, -6.102373, -2.114052], [6.457649, -5.586990, -0.608254], [6.043394, -6.566378, 0.658729], [1.430761, -6.663998, 1.592715], [0.394115, -7.484820, 1.354104], [1.412761, -5.235636, 1.216339], [4.380662, -5.366543, 3.082774], [2.643474, -9.268893, 2.486959], [3.717543, -8.594585, 3.930573], [4.165373, -9.537305, -1.099279], [4.788087, -7.907201, -3.379286], [6.239950, -5.427434, -3.058344], [7.045796, -4.558859, -0.466456], [6.370172, -6.173039, 1.734421], [1.689938, -1.069511, 0.083738], [1.155144, -0.149185, -0.998459], [1.762131, 1.149261, -0.906445], [3.018903, 1.265361, -1.440919], [3.625132, 0.337672, -1.971203], [3.526696, 2.700745, -1.317281], [3.321341, 3.227098, -0.075574], [2.906073, 3.541905, -2.193685], [4.862528, 2.815703, -1.560041], [1.559943, -0.617228, 1.071964], [1.173379, -2.032896, 0.062409], [2.761920, -1.250115, -0.044023], [0.078508, -0.007212, -0.857779], [1.295660, -0.574056, -1.998994], [0.278953, 4.049390, -0.459343], [-0.252469, 4.004194, -1.880505], [-1.660749, 4.285267, -1.905215], [-2.012025, 5.607693, -1.825163], [-1.201610, 6.526351, -1.732337], [-3.528894, 5.768372, -1.907364], [-4.195911, 4.891682, -1.102654], [-3.999507, 5.558062, -3.170336], [-3.953039, 7.011485, -1.544915], [-0.292471, 3.375271, 0.186481], [1.333153, 3.760836, -0.431120], [0.184616, 5.053059, -0.032922], [-0.122668, 2.995698, -2.286930], [0.292414, 4.689465, -2.539924], [-6.352190, 6.801939, 0.246609], [-7.605618, 7.571459, 0.621991], [-8.747764, 6.700953, 0.646173], [-8.894069, 5.931151, 1.770723], [-8.114813, 5.952185, 2.720269], [-10.166341, 5.089925, 1.686269], [-10.309725, 4.471342, 0.478854], [-11.290994, 5.841174, 1.863996], [-10.215329, 4.102998, 2.624445], [-6.494600, 6.274008, -0.701578], [-5.497173, 7.476949, 0.153302], [-6.112587, 6.043887, 0.998961], [-7.805160, 8.336297, -0.135835], [-7.491865, 8.090359, 1.580705]],
  "forces_ev_per_a": [[-1.7, -9.6, -0.6], [1.5, 2.1, 0.6], [-0.3, -2.8, 0.3], [-0.3, 5.3, -0.4], [-0.3, 0.1, -1.3], [4.7, -3.3, 0.3], [-6.2, 5.6, -1.8], [0.7, 2.2, -2.5], [2.3, 4.2, 1.1], [0.8, 0.9, 3.2], [-0.6, -2.0, 3.2], [-2.7, -4.3, -0.9], [-0.8, -0.2, -3.1], [-3.4, -3.8, -0.4], [7.2, 6.0, 1.4], [0.7, 0.1, 1.6], [-2.3, -0.4, -1.2], [1.9, 1.7, 0.7], [-0.5, 0.5, -2.3], [1.3, 2.4, 0.0], [0.9, 1.0, 2.7], [-0.8, -1.8, 2.3], [-1.5, -2.7, -0.3], [-0.8, -1.2, -2.5], [0.3, 0.2, 0.0], [-0.3, -0.9, 0.1], [1.7, 1.0, -0.8], [-0.8, -3.3, -0.6], [-1.0, 2.6, 1.2], [1.3, 2.2, 0.2], [0.2, -0.8, -0.9], [0.3, -1.0, 0.4], [-1.4, -0.6, 0.2], [-0.1, -0.1, -0.1], [0.0, 0.2, 0.0], [-0.2, -0.1, -0.1], [0.3, 0.4, 0.0], [0.2, 0.2, 0.2], [-0.1, 0.2, 0.2], [0.9, -0.2, 0.2], [-1.2, 1.7, -0.1], [3.4, 0.0, 0.1], [-2.4, -1.8, -0.2], [-2.5, 0.3, 0.0], [0.9, 0.6, -0.6], [0.8, 0.1, 0.9], [1.0, -1.1, -0.4], [0.1, -0.1, -0.2], [-0.6, 0.1, 0.0], [0.1, -0.1, -0.2], [-0.4, 0.2, 0.0], [-0.3, 0.0, 0.2], [-0.1, -0.3, 0.2], [0.8, 0.4, -0.1], [-0.9, -1.2, 1.4], [2.8, 1.8, 0.6], [-2.2, -0.4, -2.0], [-2.1, -1.6, -0.1], [0.5, 0.7, 0.9], [1.2, -0.2, -0.1], [0.5, 1.2, -0.8], [0.0, 0.2, 0.1], [-0.2, -0.1, 0.0], [0.0, 0.2, 0.0], [-0.3, -0.3, 0.1], [-0.1, -0.3, -0.1]],
  "lumo_ev": -2.15,
  "smiles": "O=C1C=C(CC(=O)c2ccccc2)C(=O)O1.CCOC(=O)C(F)(F)F.CCOC(=O)C(F)(F)F.CCOC(=O)C(F)(F)F",
  "orbital_gap_ev": 7.0
}



Entry 3:
{
  "formula": "C3H13N2S",
  "method": "wB97M-V/def2-TZVPD",
  "elements": ["C", "N", "H", "H", "H", "H", "H", "C", "C", "S", "N", "H", "H", "H", "H", "H", "H", "H", "H"],
  "coordinates": [[-0.731782, 2.064815, -1.437194], [0.557097, 1.380770, -1.191967], [-0.678138, 3.129067, -1.213214], [-1.506148, 1.618090, -0.819217], [-1.011115, 1.928836, -2.476950], [1.240324, 1.736804, -1.844561], [0.896894, 1.631256, -0.264855], [-0.143552, -1.657832, 0.506029], [0.101371, -0.671864, 1.622403], [-0.637001, -1.321437, 3.167148], [0.668039, -1.329959, -0.718302], [-1.186620, -1.680165, 0.203557], [0.107683, -2.677084, 0.796439], [-0.366589, 0.282113, 1.391226], [1.173464, -0.519164, 1.790253], [-1.097099, -0.134827, 3.576866], [0.413539, -1.966468, -1.472666], [1.654912, -1.512751, -0.563114], [0.544724, -0.300200, -1.051878]],
  "forces_ev_per_a": [[0.1, 0.0, 0.1], [-0.2, -0.2, 0.3], [0.0, 0.0, -0.1], [-0.1, 0.0, 0.1], [0.0, 0.0, -0.1], [0.2, 0.0, -0.1], [0.0, 0.1, -0.2], [-0.1, -0.3, -0.2], [0.1, 0.0, 0.3], [0.0, 0.1, -0.3], [-0.2, -0.4, -0.2], [-0.1, 0.2, 0.0], [0.1, 0.0, 0.1], [0.1, 0.0, 0.0], [-0.1, 0.0, -0.1], [0.0, 0.0, 0.1], [-0.2, 0.1, -0.1], [0.2, 0.2, 0.2], [0.1, 0.1, 0.2]],
  "charge": 1,
  "lumo_ev": -3.21,
  "orbital_gap_ev": 9.6
}



Entry 4:
{
  "formula": "C4H6O2",
  "method": "wB97M-V/def2-TZVPD",
  "elements": ["C", "C", "C", "O", "C", "O", "H", "H", "H", "H", "H", "H"],
  "coordinates": [[1.775676, -0.724475, -0.076304], [0.459041, -0.004139, -0.110029], [-0.346963, 0.001603, -1.172114], [-1.554657, 0.610295, -1.285111], [-2.399214, 1.008215, 1.732524], [-2.590512, 0.857210, 2.838844], [1.793743, -1.494470, 0.704995], [1.979776, -1.218207, -1.032835], [2.606496, -0.038338, 0.128262], [0.164269, 0.539282, 0.788706], [-0.085318, -0.512004, -2.094895], [-1.802338, 0.975028, -0.422044]],
  "forces_ev_per_a": [[0.1, -0.1, 0.0], [-0.2, 0.0, -0.1], [0.4, -0.2, 0.1], [-0.1, 0.1, 0.2], [-0.3, -0.1, 1.4], [0.2, 0.2, -1.3], [0.0, 0.1, -0.1], [0.0, 0.1, 0.1], [-0.1, -0.1, 0.0], [0.0, -0.1, -0.1], [0.0, 0.0, 0.1], [0.0, 0.0, -0.2]],
  "lumo_ev": 0.84,
  "orbital_gap_ev": 9.4
}



Entry 5:
{
  "formula": "C20H23F3N2O2",
  "method": "wB97M-V/def2-TZVPD",
  "elements": ["C", "C", "O", "C", "C", "C", "C", "N", "C", "C", "N", "C", "C", "C", "C", "C", "C", "F", "F", "F", "C", "C", "C", "C", "C", "C", "O", "H", "H", "H", "H", "H", "H", "H", "H", "H", "H", "H", "H", "H", "H", "H", "H", "H", "H", "H", "H", "H", "H", "H"],
  "coordinates": [[0.994310, -1.815299, 1.176328], [1.466802, -1.403991, 2.566125], [2.483565, -0.424195, 2.530928], [2.161667, 0.870614, 2.196095], [0.889703, 1.383419, 2.034082], [0.702889, 2.725462, 1.710816], [-0.703257, 3.233206, 1.532912], [-1.430830, 2.394423, 0.599041], [-0.862165, 2.451428, -0.738838], [-1.866217, 1.858177, -1.738711], [-2.682626, 0.848922, -1.111000], [-2.351579, -0.478724, -1.121436], [-3.260788, -1.442102, -0.651703], [-2.969118, -2.788520, -0.694750], [-1.769834, -3.242125, -1.218382], [-0.868496, -2.300934, -1.694839], [0.424845, -2.770440, -2.291467], [0.290026, -3.124905, -3.586971], [0.927200, -3.849733, -1.666337], [1.394505, -1.840397, -2.265135], [-1.140921, -0.944452, -1.651935], [-3.531840, 1.403854, -0.075016], [-2.857817, 2.633518, 0.563361], [1.801781, 3.549630, 1.554567], [3.083325, 3.050104, 1.724850], [3.275136, 1.718305, 2.042463], [4.531632, 1.229590, 2.206488], [1.835887, -2.175878, 0.590311], [0.256793, -2.609030, 1.258626], [0.546006, -0.973462, 0.654695], [0.624861, -1.058079, 3.178190], [1.932904, -2.255244, 3.070581], [0.014234, 0.763773, 2.142012], [-0.679889, 4.288525, 1.206091], [-1.225912, 3.189023, 2.494391], [0.069240, 1.878926, -0.728473], [-0.619408, 3.487674, -1.034602], [-2.546445, 2.641814, -2.090514], [-1.360605, 1.452962, -2.613580], [-4.221149, -1.130869, -0.272397], [-3.692531, -3.500258, -0.326924], [-1.536965, -4.293645, -1.258635], [-0.393705, -0.258733, -2.015088], [-4.508308, 1.686797, -0.490407], [-3.684057, 0.651507, 0.699192], [-3.226470, 2.749406, 1.584304], [-3.114033, 3.554695, 0.011116], [1.666321, 4.590387, 1.300812], [3.949081, 3.681794, 1.609110], [4.454645, 0.285374, 2.403108]],
  "forces_ev_per_a": [[0.2, 0.2, 0.3], [-0.4, -0.5, -0.1], [0.3, 0.7, -0.1], [0.2, 0.0, 0.0], [0.1, -0.1, 0.1], [0.1, 0.2, 0.0], [0.0, -0.1, 0.1], [-0.2, 0.1, 0.1], [0.1, -0.2, -0.1], [0.1, 0.1, 0.1], [-0.1, 0.3, -0.1], [0.0, -0.5, -0.1], [0.0, 0.1, 0.1], [0.1, -0.1, 0.0], [0.2, 0.1, -0.1], [-0.1, -0.1, 0.1], [0.3, -0.1, -0.3], [-0.2, 0.0, -0.1], [-0.1, -0.1, 0.2], [0.0, 0.3, 0.1], [0.0, 0.0, 0.0], [-0.2, 0.1, 0.1], [0.0, -0.1, 0.0], [-0.2, -0.1, 0.0], [0.2, -0.3, 0.1], [-0.2, 0.0, 0.0], [0.0, -0.1, 0.0], [0.1, -0.1, -0.1], [-0.1, -0.1, 0.0], [-0.1, 0.0, -0.1], [0.1, 0.0, 0.0], [-0.1, 0.1, 0.0], [-0.1, -0.2, 0.0], [0.0, -0.1, 0.1], [0.0, 0.1, -0.1], [0.0, 0.1, -0.1], [0.0, 0.0, 0.0], [0.1, 0.0, 0.0], [-0.1, 0.1, 0.0], [-0.1, 0.1, 0.0], [-0.1, 0.0, 0.0], [0.0, -0.1, 0.0], [0.1, 0.1, 0.0], [0.0, 0.0, 0.1], [0.0, 0.0, 0.0], [0.0, 0.0, -0.1], [0.0, 0.0, 0.1], [0.0, 0.1, 0.0], [0.1, 0.1, 0.0], [0.0, 0.0, 0.0]],
  "lumo_ev": 0.66,
  "smiles": "CCOc1cc(CN2CCN(c3cccc(C(F)(F)F)c3)CC2)ccc1O",
  "orbital_gap_ev": 8.6
}



Listing electronic energy for the structures above in their given order: -74535.02804; -70179.31212; -17131.01468; -8339.17349; -36341.29592 eV.